Entry 1:
77
Properties=species:S:1:pos:R:3:forces:R:3 method="wB97M-V/def2-TZVPD" multiplicity=1 de_lowest_kj_mol=381.7 total_energy_ev=-47769.4693 charge=-1 largest_force_ev_per_a=5.66 mol_weight_g_mol=499.59
O -1.00868 -1.86563 1.03380 -0.8 -1.2 -0.4
C -0.02210 -0.98269 1.19530 3.8 4.0 1.4
O -0.26001 0.05104 1.86999 -2.4 -0.6 0.6
O 1.12917 -1.11099 0.76805 0.9 -2.8 -2.0
H -1.57214 -1.33875 1.60520 -1.4 -0.2 0.2
C -3.17272 -1.25793 3.74972 1.3 0.5 0.1
C -4.36596 -0.47868 4.18859 -0.5 -0.1 -1.8
O -4.81709 0.39121 3.44151 0.3 -0.3 0.9
N -4.97168 -0.81634 5.33710 -2.0 1.9 0.5
C -6.19157 0.00219 5.75395 0.3 -2.0 1.1
H -3.36349 -1.77492 2.80928 -0.1 -0.1 0.2
H -2.60415 -1.85408 4.46347 -0.7 -0.5 0.2
H -2.42466 -0.49222 3.54430 0.1 0.2 -0.5
H -4.82183 -1.71435 5.77439 0.1 0.4 0.0
H -7.14708 -0.45462 5.49624 0.1 -0.4 -0.6
H -6.33361 1.04187 5.45899 1.2 -0.2 -0.2
H -6.16604 -0.11799 6.83700 -0.1 0.6 0.2
C -0.68739 1.10199 -1.98411 0.3 -0.2 -0.7
C -0.15184 2.35762 -1.36289 1.8 -2.8 3.7
O 0.65594 2.26471 -0.42390 -0.9 0.8 -2.0
N -0.71182 3.49782 -1.72280 -0.3 1.4 -1.6
C -0.22841 4.77046 -1.23659 -1.0 0.0 0.4
H -0.16579 0.94308 -2.92793 -0.2 0.1 -0.4
H -1.75851 1.17453 -2.17263 0.0 -0.2 -0.1
H -0.42390 0.22159 -1.39796 -0.2 0.3 0.3
H -1.42895 3.45473 -2.43272 0.2 0.2 0.1
H -1.01408 5.05932 -0.53847 0.3 0.9 0.3
H -0.14075 5.50808 -2.03429 0.0 0.0 -0.1
H 0.70967 4.67036 -0.69062 -0.1 -0.3 -0.1
C 5.97439 -2.06289 0.67917 -0.3 -1.2 -0.4
C 4.53999 -1.69935 0.94237 1.7 2.0 1.2
O 4.35835 -0.56397 1.36453 -0.8 -0.6 -0.3
N 3.60987 -2.65024 0.82928 -0.5 -2.3 -0.6
C 3.77092 -4.09409 0.40101 0.0 2.1 -0.2
H 6.07404 -3.06659 1.09241 0.7 -0.1 0.0
H 6.66078 -1.35241 1.13982 -0.3 -0.1 -0.1
H 6.12239 -2.13901 -0.39805 0.3 0.0 -0.1
H 2.65768 -2.32060 0.89830 -0.7 0.4 0.2
H 4.22777 -4.16472 -0.58611 -0.1 0.1 -0.3
H 2.75219 -4.47418 0.32470 0.2 -0.2 0.2
H 4.42057 -4.69126 1.04089 -0.3 0.1 0.4
C -2.33216 -2.84021 -5.44690 -0.8 1.0 -2.0
C -1.79744 -2.54502 -4.11174 -1.4 3.1 0.8
O -2.17013 -1.45969 -3.59100 0.9 -2.4 -0.4
N -0.98893 -3.42159 -3.57234 2.1 -1.6 3.0
C -0.62377 -3.52196 -2.10238 -0.9 -0.2 -0.4
H -2.17927 -1.90437 -5.98442 0.1 0.1 -0.2
H -3.41964 -2.86497 -5.37701 0.0 -0.4 0.1
H -1.98397 -3.61096 -6.13451 0.3 -0.4 0.7
H -0.66076 -4.24197 -4.06161 -0.5 0.4 -0.4
H 0.27908 -4.11978 -1.97763 0.2 0.5 -0.3
H -1.38483 -4.10655 -1.58553 -0.3 -0.1 -0.2
H -0.61085 -2.59874 -1.52307 0.4 0.3 -0.6
C -2.19568 2.51393 2.08648 -0.7 -0.7 -1.1
C -1.19471 3.56971 2.19448 4.6 -0.1 0.5
O 0.05025 3.33432 2.23024 -3.8 1.2 0.2
N -1.72539 4.81855 2.32188 0.4 0.5 -0.3
C -0.94375 6.02181 2.54076 -0.8 0.7 -0.1
H -3.23279 2.84698 2.12618 0.0 0.1 0.9
H -1.89884 1.72498 2.77752 -0.4 -0.2 -0.4
H -2.17848 2.18147 1.04856 0.6 -0.7 0.0
H -2.66754 4.87570 1.96245 0.1 0.4 0.3
H -1.57667 6.69306 3.12124 0.2 0.0 0.6
H -0.76964 6.65747 1.67260 0.3 -0.5 -0.7
H 0.01221 5.85008 3.03548 -0.3 -0.4 0.0
C 4.16242 1.11729 -3.28229 0.7 -0.5 -2.7
C 3.58374 0.50115 -2.06854 0.5 2.2 0.1
O 3.38555 1.27231 -1.16474 -0.4 0.1 1.2
N 3.30658 -0.80234 -1.99932 -0.7 -1.5 0.1
C 3.52444 -1.79742 -3.06021 -0.1 1.8 0.5
H 3.95062 2.16962 -3.47163 -0.4 -0.1 0.8
H 3.81878 0.59049 -4.17251 -0.1 0.0 -0.4
H 5.24441 1.04037 -3.38942 0.2 -0.2 0.5
H 2.79271 -0.98782 -1.14983 -0.2 -0.5 0.3
H 2.84846 -2.65179 -3.02546 0.2 0.0 0.5
H 4.58876 -2.03054 -3.02918 -0.1 -0.7 -0.4
H 3.27739 -1.24532 -3.96699 0.3 -0.5 -0.4

***

Entry 2:
68
Properties=species:S:1:pos:R:3:forces:R:3 method="wB97M-V/def2-TZVPD" multiplicity=1 de_lowest_kj_mol=352.3 total_energy_ev=-58147.8773 charge=+4 largest_force_ev_per_a=3.57 mol_weight_g_mol=515.18
Sn -1.06108 -0.12511 -1.64516 0.4 -0.9 1.4
P 1.33347 1.16434 0.35945 0.8 0.2 1.0
P -1.39959 2.96789 -2.21060 1.3 0.9 0.7
P 1.64326 -0.34349 -2.87186 2.9 -1.4 -1.6
H -1.53957 -4.47979 1.55093 0.3 0.1 -0.1
C -0.59866 -4.41415 0.99525 0.5 0.1 0.4
C 0.47902 -3.77737 1.49356 -0.6 0.1 -0.5
H 0.44658 -3.24939 2.46126 0.1 -0.4 -0.5
C 0.61518 1.68045 1.96314 -0.6 -0.2 -0.1
C 2.43714 2.61163 0.09426 -0.3 0.0 -0.6
C 2.57472 -0.05773 0.97327 -0.4 -0.4 -0.5
C -2.78498 2.68552 -3.33426 -0.3 -0.9 -0.1
C -1.88350 3.83325 -0.71326 -0.2 0.1 0.1
C 0.01946 3.66931 -3.06624 0.0 0.0 -0.1
C 2.29701 -2.01145 -2.43863 -0.7 -0.2 0.9
C 3.21188 0.62951 -2.81235 -0.6 1.0 0.8
C 1.40924 -0.49620 -4.67280 -1.0 0.5 -0.2
H -0.55570 -5.03037 0.09143 0.1 0.4 0.2
H 1.43073 -3.75932 0.93982 -0.4 -0.2 0.4
H -0.05257 0.90578 2.36250 0.2 0.2 0.0
H 0.05196 2.61548 1.85134 0.1 -0.2 0.1
H 1.44672 1.84151 2.65970 -0.2 0.0 -0.1
H 1.84938 3.46997 -0.25707 0.3 0.0 0.2
H 3.20641 2.38106 -0.65258 -0.1 0.2 0.3
H 2.91148 2.86543 1.05138 -0.1 -0.1 -0.3
H 2.06776 -1.01987 1.13488 0.3 0.2 0.1
H 3.01334 0.29287 1.92018 -0.1 0.0 -0.4
H 3.36648 -0.19418 0.22391 -0.1 0.0 0.3
H -3.12698 3.68502 -3.65880 0.1 -0.2 0.2
H -3.63292 2.15760 -2.85762 0.4 0.4 0.0
H -2.51405 2.10290 -4.23309 0.2 0.4 0.3
H -1.97057 4.90697 -0.90833 -0.1 -0.1 0.0
H -1.12074 3.67007 0.06256 -0.2 0.1 -0.3
H -2.84992 3.45062 -0.35266 0.2 0.2 -0.1
H -0.23824 4.60672 -3.57166 0.1 -0.1 0.0
H 0.36059 2.91978 -3.80298 -0.1 0.4 0.1
H 0.81809 3.83226 -2.32731 -0.2 0.1 -0.2
H 2.56592 -2.58457 -3.34078 -0.2 0.4 0.2
H 1.52433 -2.55941 -1.87861 0.4 -0.2 -0.1
H 3.19382 -1.90185 -1.80782 -0.4 0.0 -0.1
H 3.86972 0.39676 -3.66560 -0.5 -0.2 0.0
H 3.75847 0.41267 -1.88449 -0.2 0.1 -0.3
H 2.95870 1.69700 -2.84773 0.4 -0.1 0.0
H 2.29932 -0.97141 -5.10662 -0.1 0.1 0.3
H 1.28838 0.50242 -5.11469 0.0 -0.3 0.0
H 0.52533 -1.10127 -4.91127 0.2 0.1 0.0
C -2.20699 -2.00519 -3.50919 0.6 0.2 1.9
C -3.11191 -1.16288 -4.21617 -0.3 0.2 -1.0
C -3.27118 -1.33988 -5.59435 -0.7 1.0 1.8
C -2.54031 -2.35394 -6.24453 0.0 -0.2 -0.8
C -1.59498 -3.13692 -5.55804 0.8 -0.6 1.0
C -1.41356 -2.96604 -4.19080 0.2 -0.7 -1.1
O -1.96364 -1.86006 -2.17448 -0.8 -0.3 -2.2
H -0.55998 1.91943 -1.56008 -1.0 0.9 -0.5
H -3.64769 -0.37620 -3.66870 0.0 -0.5 -0.3
H -3.99255 -0.69265 -6.12234 0.5 -0.5 0.1
H -2.68658 -2.51746 -7.31602 0.0 0.0 0.3
H -1.00170 -3.87876 -6.10942 -0.3 0.3 0.3
H -0.66953 -3.51529 -3.59547 -0.5 0.0 -0.4
C -1.94460 -1.20399 2.64801 0.3 0.0 -0.3
C -2.52954 -1.29514 1.25343 -0.7 -0.9 0.6
O -2.05962 -0.17140 0.43402 0.5 1.1 -1.0
H -0.86552 -1.41711 2.62044 -0.3 0.1 0.1
H -2.42860 -1.95794 3.28053 0.1 0.2 -0.1
H -2.11609 -0.20877 3.08908 -0.1 -0.4 0.0
H -2.22877 -2.20537 0.71868 0.0 0.3 0.2
H -3.62464 -1.21981 1.25532 0.3 -0.1 0.0
H -2.31140 0.65781 0.89067 0.3 -0.4 -0.2

***

Entry 3:
68
Properties=species:S:1:pos:R:3:forces:R:3 method="wB97M-V/def2-TZVPD" multiplicity=4 total_energy_ev=-117814.6237 charge=+4 s2=3.7835 largest_force_ev_per_a=5.52 mol_weight_g_mol=557.43
Tc 0.66068 0.53753 -0.29721 -3.4 3.5 -2.5
P 2.85758 0.97423 0.15009 3.4 -0.7 2.5
P 1.09637 -0.94398 -2.04194 1.2 -2.7 -2.0
P -0.07417 1.61325 1.82845 0.3 0.3 1.8
H -5.38202 -3.92151 -0.00029 -0.3 0.5 -0.1
C -5.95613 -3.00072 0.19626 -1.1 -2.9 1.1
C -5.59451 -1.79205 -0.32018 -0.4 2.1 -0.3
H -4.84594 -1.68055 -1.08616 0.1 -0.2 -0.3
C 3.82654 -0.27446 1.10167 -0.4 0.3 -0.2
C 3.96026 1.15679 -1.29428 -0.7 0.0 -0.8
C 3.36280 2.48482 1.04070 -0.4 0.1 -0.1
C -0.35620 -1.95568 -2.49375 -0.4 0.3 0.1
C 1.56298 -0.13796 -3.61873 -0.1 0.7 0.0
C 2.42141 -2.22330 -1.88899 -0.2 0.1 0.3
C -1.78240 1.27155 2.36554 0.0 -0.1 -0.4
C -0.01999 3.43806 1.73531 0.3 0.1 -0.7
C 0.93991 1.17774 3.30659 -0.1 -0.1 -0.1
H -6.84076 -3.16712 0.85546 0.6 0.5 -0.6
H -6.09016 -0.87999 0.03282 0.2 -0.2 -0.1
H 4.86316 0.08617 1.12395 -0.2 -0.2 0.1
H 3.78467 -1.25485 0.61217 0.1 0.2 0.2
H 3.43479 -0.34261 2.12297 0.2 -0.1 -0.2
H 4.90770 1.54973 -0.90315 -0.3 -0.1 0.0
H 3.52714 1.87915 -1.99327 0.3 0.0 -0.1
H 4.15105 0.20866 -1.80168 -0.1 0.2 0.0
H 4.44824 2.55330 0.89593 -0.3 0.1 0.1
H 3.15514 2.42626 2.11047 0.1 0.1 -0.2
H 2.88130 3.36310 0.60565 0.2 0.1 0.1
H -0.17487 -2.56752 -3.38973 0.1 0.3 0.2
H -1.20528 -1.28475 -2.69555 0.1 -0.2 0.0
H -0.62409 -2.61207 -1.66131 0.1 0.0 -0.1
H 1.72448 -0.88457 -4.41545 -0.1 0.1 0.5
H 2.48917 0.43840 -3.48569 -0.3 -0.2 -0.1
H 0.76814 0.55296 -3.92707 0.2 -0.2 -0.1
H 2.55758 -2.74658 -2.84902 -0.2 0.2 0.3
H 2.11363 -2.95019 -1.12203 0.2 0.1 -0.3
H 3.38848 -1.79458 -1.59620 -0.3 -0.1 -0.1
H -2.02684 1.83059 3.27775 0.2 -0.1 -0.2
H -1.90208 0.19795 2.54517 0.0 0.1 0.1
H -2.47007 1.57603 1.56388 0.1 0.0 0.2
H -0.44796 3.88043 2.64224 0.1 -0.2 0.0
H -0.61544 3.78345 0.87928 0.1 0.0 0.3
H 1.01315 3.79305 1.62235 -0.3 -0.1 0.1
H 0.53755 1.71083 4.17942 0.1 -0.1 -0.2
H 2.00237 1.44104 3.20047 -0.5 -0.1 0.0
H 0.87310 0.09344 3.48432 0.0 0.4 0.1
C -0.63780 -2.52815 1.57405 0.8 0.7 -0.6
C -1.83484 -2.33422 0.88902 -0.6 0.2 0.1
C -2.98180 -2.99907 1.32527 0.7 0.3 0.1
C -2.93513 -3.86599 2.41119 0.4 -0.2 0.3
C -1.70169 -4.15175 3.00918 0.3 0.2 -0.1
C -0.53197 -3.49212 2.59997 -0.3 -0.1 0.1
Se 0.95702 -1.45213 1.09903 -0.4 -1.9 1.1
H -0.71253 0.05301 0.35755 0.4 -0.2 0.7
H -1.84462 -1.64027 0.04356 -0.3 -0.2 0.3
H -3.92385 -2.82447 0.82955 0.1 0.1 -0.1
H -3.81393 -4.35788 2.83743 0.2 0.2 -0.4
H -1.70915 -4.89654 3.80604 0.4 0.3 -0.1
H 0.43107 -3.70930 3.06409 -0.3 0.1 0.0
C -1.08848 4.08808 -3.05325 0.0 -0.1 0.1
C -0.44829 2.73659 -2.84833 0.0 0.0 -0.8
O 0.01248 2.54805 -1.47174 0.6 -0.9 1.0
H -1.89150 4.26799 -2.33705 0.0 0.0 -0.1
H -1.50619 4.12471 -4.06251 0.0 0.0 0.1
H -0.34574 4.88739 -2.99218 0.0 0.0 0.1
H -1.11844 1.89866 -3.05334 -0.1 0.2 0.1
H 0.41800 2.63709 -3.49970 0.1 0.0 0.0
H 0.30693 3.40688 -1.12505 -0.1 -0.2 -0.1